{"formula": "C6H11NO2", "method": "ωB97M-V/def2-TZVPD", "symbols": ["C", "C", "C", "C", "C", "C", "N", "O", "O", "H", "H", "H", "H", "H", "H", "H", "H", "H", "H", "H"], "coordinates": [[-0.43881, -1.08443, -1.33367], [1.10129, -1.73567, 0.56105], [0.40342, -0.71470, -0.14099], [0.00180, 1.95537, -0.12418], [-1.76425, 0.70545, 1.01024], [-0.30985, 0.81508, 0.82214], [1.89121, -0.92007, -0.45789], [0.31577, -1.54480, -2.37174], [-1.59813, -0.79472, -1.37144], [1.11798, -1.63278, 1.62741], [1.03225, -2.81491, 0.29845], [-0.54296, 1.94374, -1.04013], [1.08712, 2.06751, -0.45420], [-0.24465, 2.94540, 0.34584], [-2.16542, 1.67760, 1.43251], [-1.71844, -0.14395, 1.76633], [-2.21795, 0.38248, 0.04400], [0.29402, 0.59740, 1.75544], [2.50118, -0.11248, -0.26173], [1.25443, -1.59153, -2.10743]], "e_above_lowest_kj_mol": 348.8, "homo_energy_ev": -9.64, "gap_ev": 10.48}